# C3H10N2

A 2-piece molecular cluster, C3H10N2 overall at a distorted geometry (wB97M-V/def2-TZVPD, OMol25).

Calculated values
lowest unoccupied orbital energy = 0.9 eV
molar mass = 74.13 g/mol
orbital gap = 0.3521 Ha
E = -229.7502 hartree
HOMO = -8.73 eV
ΔE to the lowest compared entry with this formula, charge and spin = 1.6057 eV

Element x y z (Å)
C 0.14940 -3.25900 -1.57944
N -0.59074 -3.60822 -0.62509
H 1.19780 -3.51805 -1.71550
H -0.19242 -2.72391 -2.47845
H -1.49484 -3.14581 -0.70547
C -0.53389 2.55885 0.22858
N -0.37851 1.51294 1.21547
C 0.90541 0.84631 1.16256
H 0.35706 3.18371 0.17809
H -0.70730 2.21757 -0.80538
H -1.36604 3.20702 0.48357
H -1.13478 0.84913 1.15207
H 0.82784 -0.13192 1.63758
H 1.68937 1.38087 1.70602
H 1.27164 0.63050 0.14539

Forces on atoms 1 to 2 (eV/Å):
-0.02 0.17 -1.46
0.45 0.39 0.55

Mulliken atomic charge list, values in e, 5 entries:
1. C -0.21
2. N -0.50
3. H 0.26
4. H 0.20
5. H 0.26

***

# C41H35AsIrN4O6S2

C41H35AsIrN4O6S2 as an isolated structure at a distorted geometry (wB97M-V/def2-TZVPD, OMol25).

Calculated values
lowest unoccupied orbital energy (alpha / beta) = -6.4 / -8.2 eV
multiplicity = 2
molar mass = 1011.03 g/mol
orbital gap (alpha / beta) = 0.2477 / 0.1805 Ha
E = -5389.7954 hartree
HOMO (alpha / beta) = -13.14 / -13.14 eV
ΔE to the lowest compared entry with this formula, charge and spin = 2.5494 eV
net charge = +2

Element x y z (Å)
Ir 0.07471 -0.00185 0.58467
C -2.76455 -5.13878 5.78426
C -2.35101 -3.81628 5.20899
C -1.45389 -2.98888 5.88577
C -1.06977 -1.77440 5.35475
C -1.58184 -1.38627 4.11663
C -2.48738 -2.18837 3.42477
C -2.86612 -3.39114 3.98456
S -1.14748 0.14651 3.45052
O -1.07285 1.16249 4.44788
O -1.95521 0.38205 2.27482
N 0.33335 0.02232 2.61516
C 1.56010 -0.04368 3.10938
C 1.96565 -0.16635 4.44769
C 3.32240 -0.25715 4.74193
C 4.27176 -0.20300 3.74031
C 3.89095 -0.00187 2.38036
C 4.80507 0.13884 1.32388
C 4.32824 0.41267 0.07036
C 2.95358 0.52908 -0.13537
N 2.05889 0.37484 0.83131
C 2.53150 0.10095 2.08234
H -2.34390 -5.29694 6.77461
H -2.43425 -5.95313 5.13743
H -3.85064 -5.20402 5.85561
H -1.06938 -3.29516 6.85003
H -0.42239 -1.12060 5.92122
H -2.88592 -1.86564 2.47517
H -3.58056 -4.01619 3.46382
H 1.22933 -0.17285 5.23579
H 3.63334 -0.36654 5.77147
H 5.32394 -0.28326 3.98022
H 5.86725 0.03873 1.50976
H 4.99452 0.55990 -0.76780
H 2.58397 0.79150 -1.10262
C -0.21938 -4.14709 -0.98048
S -0.17774 -2.61618 -0.12741
O -0.49158 -2.81776 1.27116
O 1.17487 -2.01419 -0.28257
O -1.14727 -1.69976 -0.79980
H 0.04787 -4.93013 -0.27566
H 0.49373 -4.09710 -1.80214
H -1.22861 -4.28882 -1.35907
N -2.32593 6.59726 0.36650
C -2.91373 5.41981 0.66642
O -4.04110 5.30137 1.08521
C -2.08439 4.16531 0.45790
C -2.78464 2.98323 0.27734
C -2.09315 1.80111 0.14750
N -0.74793 1.76328 0.20416
C -0.05896 2.90638 0.37915
C -0.69478 4.12226 0.49016
H -2.86588 7.43775 0.49813
H -1.41699 6.67398 -0.04970
H -3.86569 2.99546 0.26396
H -2.59747 0.85920 -0.02288
H 1.01798 2.82179 0.41314
H -0.09382 5.00876 0.63840
C 2.77938 3.71739 -4.12346
C 3.39327 2.49396 -3.89464
C 2.70901 1.48628 -3.23106
C 1.40256 1.70245 -2.78976
C 0.79826 2.93844 -3.00443
C 1.48468 3.93873 -3.67898
As 0.35221 0.25896 -2.02360
C 0.82712 -1.26326 -3.10166
C 2.00048 -2.00325 -3.08987
C 2.15791 -3.03067 -4.00826
C 1.13568 -3.32023 -4.90677
C -0.04149 -2.58945 -4.89759
C -0.20745 -1.54670 -3.99163
C -1.38786 -0.65582 -3.91978
C -2.52780 -0.78220 -4.70138
C -3.55249 0.14548 -4.59242
C -3.43861 1.21931 -3.72081
C -2.30876 1.34776 -2.92326
C -1.29933 0.40194 -3.01124
H 3.30792 4.49536 -4.65786
H 4.40137 2.31839 -4.24654
H 3.18793 0.52222 -3.10320
H -0.21278 3.12538 -2.66654
H 0.99990 4.88663 -3.87203
H 2.77574 -1.80954 -2.36048
H 3.07436 -3.60528 -4.02545
H 1.26153 -4.12092 -5.62343
H -0.82516 -2.83021 -5.60354
H -2.62383 -1.60307 -5.39961
H -4.44020 0.03694 -5.20073
H -4.23016 1.95416 -3.65767
H -2.23018 2.19730 -2.26138

Forces on atoms 1 to 2 (eV/Å):
3.99 0.22 -3.50
-0.01 0.02 -0.02

Mulliken atomic charge list, values in e, 5 entries:
1. Ir 2.04
2. C -1.49
3. C 0.96
4. C -1.06
5. C -0.52

***

# C6H13N2

A 2-piece molecular cluster, C6H13N2 overall at a distorted geometry (wB97M-V/def2-TZVPD, OMol25).

Calculated values
lowest unoccupied orbital energy = -5.8 eV
molar mass = 113.18 g/mol
orbital gap = 0.2591 Ha
E = -345.5652 hartree
HOMO = -12.83 eV
ΔE to the lowest compared entry with this formula, charge and spin = 3.5603 eV
net charge = +1

Element x y z (Å)
C -2.35880 -1.19806 -0.38487
C -2.48424 -1.83099 -1.53978
C -2.01165 0.81878 0.84879
N -2.07787 0.20285 -0.32651
H -2.32949 -1.64661 0.59686
H -2.48072 -1.33249 -2.48900
H -2.89029 -2.82658 -1.51647
H -1.84087 1.89115 0.86035
H -2.07990 0.16624 1.70311
H -1.90113 0.69576 -1.23015
C 1.24051 -0.14314 -0.76639
C 1.41409 0.62541 0.57748
C 3.57647 1.16960 1.17725
N 2.50590 1.58106 0.53252
H 0.45436 -0.98346 -0.62567
H 0.94528 0.47547 -1.59155
H 2.21611 -0.63437 -1.00698
H 1.67747 -0.16138 1.38756
H 0.46588 1.14759 0.87027
H 3.52521 0.11800 1.61044
H 4.43366 1.86518 1.31275

Forces on atoms 1 to 2 (eV/Å):
0.76 0.26 -0.37
-1.12 0.20 0.62

Mulliken atomic charge list, values in e, 5 entries:
1. C 0.06
2. C -0.66
3. C -0.28
4. N 0.03
5. H 0.22

***

# C20H46OP4ReS

C20H46OP4ReS as an isolated structure at a distorted geometry (wB97M-V/def2-TZVPD, OMol25).

Calculated values
lowest unoccupied orbital energy (alpha / beta) = -14.3 / -15.2 eV
multiplicity = 4
molar mass = 644.76 g/mol
orbital gap (alpha / beta) = 0.2191 / 0.1964 Ha
E = -2705.1495 hartree
HOMO (alpha / beta) = -20.28 / -20.53 eV
ΔE to the lowest compared entry with this formula, charge and spin = 1.0973 eV
net charge = +4

Element x y z (Å)
Re -0.32684 0.15254 0.03721
P -0.90473 -2.05568 -0.36812
P 1.86718 -0.71247 0.56594
P -2.50790 0.74228 -0.90574
H 0.82055 3.93627 -1.32955
C 0.30363 3.05371 -0.90837
C 0.63200 2.62627 0.47951
H 1.52237 3.04441 0.96026
C -0.61410 -2.69648 -2.08533
C -0.08864 -3.44688 0.56642
C -2.63530 -2.65191 -0.02941
C 3.10926 0.61220 0.93139
C 2.16805 -1.79440 2.02111
C 2.64204 -1.56617 -0.88682
C -3.06539 2.44307 -1.44918
C -3.95992 0.37978 0.18787
C -2.89997 -0.12377 -2.48870
H -0.74352 2.96682 -1.24113
H -0.17778 2.47028 1.19778
H -0.87365 -3.76227 -2.13604
H 0.44502 -2.57277 -2.34034
H -1.22542 -2.14516 -2.80603
H -0.62406 -4.37872 0.32855
H -0.16764 -3.27875 1.65165
H 0.96282 -3.56435 0.27111
H -2.63599 -3.75349 -0.01927
H -3.32844 -2.31568 -0.80985
H -2.98296 -2.30599 0.95707
H 3.88790 0.17726 1.57784
H 2.62317 1.43281 1.47901
H 3.60153 1.00668 0.02698
H 2.24117 -2.84775 1.73246
H 1.36685 -1.66269 2.75999
H 3.11707 -1.49988 2.48291
H 3.73246 -1.51542 -0.75816
H 2.39411 -1.06778 -1.83612
H 2.33502 -2.61914 -0.94424
H -4.17154 2.48838 -1.38802
H -2.74397 2.68051 -2.48637
H -2.62789 3.14831 -0.72467
H -4.82664 0.95543 -0.16620
H -3.76142 0.66029 1.23250
H -4.22486 -0.68073 0.16123
H -3.56885 0.52523 -3.06793
H -3.38078 -1.09635 -2.34172
H -1.97476 -0.24756 -3.06070
C 2.50348 1.72672 -2.37851
C 2.38155 1.20128 -3.68120
C 3.45265 1.34321 -4.55909
C 4.57334 2.07814 -4.15037
C 4.65879 2.66529 -2.88801
C 3.59596 2.52529 -2.00633
S 1.20253 1.49194 -1.24727
H -0.07311 0.21081 -1.68610
H 1.44766 0.73003 -3.99366
H 3.35988 0.95852 -5.58104
H 5.38581 2.22497 -4.85224
H 5.50617 3.28415 -2.60952
H 3.57801 3.01473 -1.03755
C -0.16867 0.75860 4.53000
P -1.31330 -0.10297 3.48801
C -1.29373 -1.84409 3.88198
C -2.97043 0.46797 3.82766
O -0.97330 0.16478 2.02292
H 0.78619 0.22536 4.55369
H -0.58012 0.80822 5.54275
H -0.01700 1.77171 4.14814
H -1.88036 -2.00557 4.79586
H -1.71863 -2.44199 3.06480
H -0.26672 -2.16185 4.08928
H -3.03864 1.52100 3.53086
H -3.69402 -0.13303 3.26039
H -3.17325 0.37647 4.90383

Forces on atoms 1 to 2 (eV/Å):
2.05 4.14 1.22
-0.91 -4.83 -1.24

Mulliken atomic charge list, values in e, 5 entries:
1. Re 1.60
2. P 0.73
3. P 0.40
4. P 0.84
5. H 0.47

***

Question: Which formula does entry 3 have?
Answer: C6H13N2